(1)
Entry from OMol25: a cluster of 2 separate species, C5H14Cl2N2Si in total in a non-equilibrium geometry (ωB97M-V with the def2-TZVPD basis set).

largest force on an atom	1.298	eV Å⁻¹
E_tot	-1518.3045	hartree
Kohn-Sham gap (spin up / spin down)	7.919 / 8.651	eV
multiplicity	3
expectation value of S²	2.006

```
24
Properties=species:S:1:pos:R:3:forces:R:3
H 0.11911 0.15942 -4.72746 0.0 -0.1 0.0
C -0.19033 1.05726 2.19996 -0.1 0.3 0.4
H -1.31458 2.70883 3.03037 0.0 0.1 0.0
C -1.46612 1.87552 2.34640 0.2 -0.1 0.0
H -1.76637 2.25529 1.37371 -0.1 0.1 0.0
H 0.04547 -1.26031 -0.99049 0.0 -0.1 -0.1
Cl -3.06869 -0.15117 -2.02362 -0.8 -0.6 -0.3
Si -1.53443 1.09235 -1.62533 1.3 -0.2 0.2
N -0.45450 1.09233 -2.95632 0.0 0.2 0.0
N -0.41618 -0.08003 1.38167 -0.2 0.0 -0.2
H 0.63628 1.69191 1.82816 -0.1 -0.2 0.0
C 0.02409 -0.07513 -3.66542 0.1 -0.1 -0.1
C 0.44372 -1.78389 -0.12177 0.0 0.2 0.1
H 0.11968 0.70803 3.20182 0.1 0.0 -0.1
H 1.15309 -1.32255 1.84638 0.1 0.2 0.0
H 1.34398 -2.32661 -0.40414 0.0 0.0 -0.1
H 0.17664 1.87650 -3.05156 -0.2 0.1 0.1
C 0.75201 -0.77365 0.97462 0.4 -0.4 0.0
H 0.99750 -0.41017 -3.29376 0.0 -0.1 0.0
H -2.26283 1.23906 2.72272 -0.1 0.0 0.1
H -0.69091 -0.88593 -3.54926 0.0 -0.1 -0.1
Cl -2.11458 3.01698 -1.39937 -0.4 1.0 0.0
H -0.30616 -2.48980 0.22098 -0.1 -0.1 0.0
H 1.56015 -0.09267 0.64648 -0.2 0.0 0.1
```
Forces are in eV/Å.



(2)
Entry from OMol25: an isolated molecule of C4H8O (ωB97M-V with the def2-TZVPD basis set).

largest force on an atom	0.365	eV Å⁻¹
E_tot	-232.4041	hartree
SMILES	C[C@H]1C[C@H]1O
Kohn-Sham gap	10.374	eV
multiplicity	1

```
13
Properties=species:S:1:pos:R:3:forces:R:3
H 1.02925 -0.71302 -1.26892 -0.1 0.0 0.1
H 0.27574 -2.18336 0.67376 -0.1 0.2 0.0
H -1.33154 -1.36124 -1.08322 0.1 0.1 0.1
O -2.01160 0.25212 -0.07457 0.1 0.2 0.2
H -1.68023 0.95882 0.48941 0.0 0.0 0.0
C 0.95811 1.15735 -0.12887 0.0 0.0 0.0
H 0.41715 1.59045 0.72212 0.0 -0.1 -0.1
H 2.01519 1.12498 0.15815 -0.2 0.0 0.0
H 0.85923 1.84532 -0.97544 0.0 -0.1 0.1
C -0.97219 -0.63347 -0.36166 0.1 -0.3 -0.2
H -0.03311 -0.67123 1.65019 0.0 0.0 -0.2
C 0.47219 -0.23470 -0.46487 0.1 0.0 -0.1
C 0.00180 -1.13201 0.66392 0.0 -0.1 0.2
```
Forces are in eV/Å.



(3)
Entry from OMol25: a structure of composition C36H33BrN2O5ReSTe (ωB97M-V with the def2-TZVPD basis set).

largest force on an atom	0.691	eV Å⁻¹
E_tot	-5195.3007	hartree
Kohn-Sham gap (spin up / spin down)	5.362 / 5.502	eV
multiplicity	4
charge	+2
expectation value of S²	3.777

```
80
Properties=species:S:1:pos:R:3:forces:R:3
H -0.09235 1.91479 -4.41257 0.0 0.0 0.0
H -3.16807 -3.38188 6.47278 0.0 0.0 0.0
C -1.54662 -2.88428 5.16409 0.0 0.0 0.0
C -1.95705 0.91287 -4.02237 0.0 0.0 0.0
H -3.63099 4.13500 -5.32904 0.0 0.0 0.0
H -3.33157 -4.84668 0.80016 0.0 0.0 0.0
H -3.51739 -1.06133 7.24583 0.0 0.0 0.0
O -0.45368 0.63402 -1.28008 -0.1 0.1 0.0
C 1.86017 0.07330 -1.63065 0.0 0.0 0.1
H -0.59101 -3.71562 0.37823 0.0 0.0 0.0
H 0.70950 -0.71333 2.53042 0.0 0.0 0.0
C 2.44548 -0.90454 -3.79447 0.0 0.0 -0.1
C 1.08280 -0.91337 -4.11639 0.0 0.0 0.0
H 3.82092 -1.75560 0.21902 0.0 0.0 0.0
C -3.34695 1.01057 -4.05923 0.0 0.0 0.0
O -2.24821 4.28915 1.07738 -0.1 0.1 0.0
H 6.25173 -1.79906 0.67774 0.0 0.0 0.0
C -2.74201 -1.28275 6.52555 0.0 -0.1 0.0
H -1.16657 3.96987 -5.25916 0.0 0.0 0.0
C 2.29751 0.42755 -0.30447 0.0 -0.1 0.1
C 3.76652 0.37700 -0.04624 0.0 0.0 0.0
H -3.93958 0.15883 -3.75220 0.0 0.0 0.0
H 4.00284 2.49978 -0.29502 0.0 0.0 0.0
C -2.42458 -0.76914 1.91420 -0.2 0.0 -0.1
H 3.81490 -2.43041 -4.44422 0.0 0.0 0.0
H -3.53416 -4.61394 2.53277 0.0 0.0 0.0
C -2.62197 4.19125 -1.52872 0.1 -0.1 -0.1
H 2.17156 -0.66696 3.54853 0.0 0.0 0.0
Re -0.54398 1.20042 0.50966 0.0 0.0 -0.7
C -3.16026 3.23799 -4.94745 0.0 0.0 0.0
C -2.93347 -2.04338 2.12194 -0.1 0.0 0.0
C -1.17310 1.99002 -4.43187 0.0 0.0 0.0
C -2.54289 -2.58806 6.08607 0.0 0.0 0.0
H -2.94951 0.08907 2.31646 0.0 0.0 0.0
C -1.13303 -2.88759 0.82374 -0.1 0.0 0.1
C 1.42897 -0.06266 3.02601 0.1 0.0 0.0
Te 0.35033 0.93808 4.56040 0.0 -0.1 0.0
S -1.90248 3.52450 -0.07925 0.0 0.0 0.0
C -2.81991 -4.53904 1.71381 0.0 0.0 0.0
H 6.43675 2.44337 0.13256 0.0 0.0 0.0
H 1.98111 1.96553 2.33837 -0.1 0.0 0.0
H -2.06893 0.74565 6.41810 0.0 0.0 0.0
C 6.49248 0.32114 0.44436 0.0 0.0 0.0
H -3.83586 -2.17665 2.70902 0.0 0.0 0.0
H -1.39656 -3.90245 4.83104 0.0 0.0 0.0
H 3.85704 -0.38613 -2.30292 0.0 0.0 0.0
C 4.49609 1.56074 -0.07065 0.0 0.0 0.0
C -1.77520 3.14777 -4.90607 0.0 0.0 0.0
H -2.01302 -5.25146 1.88710 0.0 0.0 0.0
C -1.33712 -0.38437 -3.63290 0.1 0.0 -0.1
H 0.01248 -2.11747 3.92717 0.0 0.0 0.0
C -0.94602 -0.57484 5.11756 0.0 -0.1 -0.1
H -1.88612 4.86387 -1.96627 0.0 0.0 0.0
H 3.07373 -1.52542 -5.75859 0.0 0.0 0.0
N 1.48994 0.75062 0.69140 0.0 0.1 0.0
C 2.07695 0.91991 2.03519 0.0 0.0 0.0
O -0.43381 3.34168 -0.28064 0.0 0.0 0.1
C 0.13109 -0.38658 -3.26522 -0.1 -0.1 -0.2
C -2.29591 -3.14099 1.56842 0.1 0.0 -0.1
N -0.64429 -1.67641 0.60455 0.1 -0.1 0.1
C -3.94611 2.17528 -4.51028 0.0 0.0 0.0
C 4.39441 -0.83524 0.22248 0.0 0.0 0.0
H -3.51784 4.73317 -1.23867 0.0 0.0 0.0
C 0.51404 0.11003 -2.03091 0.1 0.0 0.2
H -2.84170 3.37041 -2.21025 0.0 0.0 0.0
C -1.93147 -0.26618 6.05543 0.0 0.1 0.0
C 3.47737 -1.43957 -4.75151 0.0 0.0 0.0
C 2.80781 -0.40504 -2.56397 0.1 0.0 0.0
O -1.94386 -1.42693 -3.63606 -0.1 0.0 0.1
C -0.74408 -1.87542 4.66018 0.0 0.0 0.0
H 0.76056 -1.32122 -5.06836 0.0 0.0 0.0
H -5.02487 2.25021 -4.54598 0.0 0.0 0.0
C 5.86306 1.52706 0.16777 0.0 0.0 0.0
H 4.35087 -0.78950 -4.79177 0.0 0.0 0.0
Br -0.96023 2.33200 2.92898 0.0 0.1 0.1
H 7.55765 0.29871 0.63046 0.0 0.0 0.0
C 5.75878 -0.85816 0.47315 0.0 0.0 0.0
H 3.14180 0.71229 2.00997 0.0 0.0 0.0
O -2.37504 2.07112 0.04155 -0.1 0.0 0.4
C -1.28782 -0.61495 1.12487 0.1 0.0 0.2
```
Forces are in eV/Å.